1.
{"formula": "C3H6N", "method": "wB97M-V/def2-TZVPD", "total_charge": 1, "relative_energy_kj_mol": 444.8, "e_lumo_ev": -9.41, "total_energy_ev": -4685.5064, "homo_lumo_gap_ha": 0.2090, "e_homo_ev": -15.095, "species": ["C", "C", "C", "N", "H", "H", "H", "H", "H", "H"], "xyz": [[0.770, 0.353, -0.011], [-0.181, -2.888, 1.341], [0.063, 2.647, -1.017], [0.565, 1.406, -0.396], [0.743, -3.419, 1.184], [-0.200, -1.764, 1.471], [-1.065, -3.449, 1.349], [-0.835, 2.887, -0.466], [0.944, 3.332, -0.948], [-0.031, 2.225, -2.054]], "atomic_forces_ev_per_a": [[0.250, -2.185, 0.959], [0.969, 2.259, 0.074], [2.363, -2.179, -0.493], [-0.836, 2.070, -0.462], [0.488, -0.012, -0.039], [0.223, -1.136, -0.154], [-1.470, -0.762, -0.027], [-0.095, 0.541, -0.389], [-1.309, -0.036, -0.148], [-0.582, 1.442, 0.678]]}

2.
{"formula": "C3H6N", "method": "wB97M-V/def2-TZVPD", "total_charge": 1, "relative_energy_kj_mol": 409.2, "e_lumo_ev": [-5.24, -7.31], "total_energy_ev": -4685.8762, "homo_lumo_gap_ha": [0.3573, 0.2272], "e_homo_ev": [-14.968, -13.494], "species": ["C", "C", "C", "N", "H", "H", "H", "H", "H", "H"], "xyz": [[-2.514, 0.407, 0.006], [-0.310, -0.648, -0.005], [2.491, 0.185, 0.012], [-1.434, -0.240, -0.002], [-2.952, 0.739, -0.924], [-3.047, 0.575, 0.930], [0.161, -1.604, -0.051], [2.584, -0.422, 0.891], [2.682, -0.239, -0.958], [2.338, 1.246, 0.102]], "atomic_forces_ev_per_a": [[-1.367, 0.479, -0.052], [0.676, 0.270, 0.030], [-1.130, -0.043, -0.118], [1.423, -0.080, 0.034], [0.075, -0.027, -0.185], [0.118, -0.017, 0.203], [-0.056, -0.568, -0.073], [0.133, -0.098, 0.235], [0.062, -0.069, -0.134], [0.066, 0.153, 0.060]]}

3.
{"formula": "C3H6N", "method": "wB97M-V/def2-TZVPD", "total_charge": 1, "relative_energy_kj_mol": 154.1, "smiles": "C=C=[NH+]C", "e_lumo_ev": -4.72, "total_energy_ev": -4688.5196, "homo_lumo_gap_ha": 0.4446, "e_homo_ev": -16.819, "species": ["C", "C", "N", "C", "H", "H", "H", "H", "H", "H"], "xyz": [[-1.101, 0.265, -1.574], [-0.366, 0.381, -0.587], [0.476, 0.352, 0.302], [0.620, -0.599, 1.372], [-0.851, -0.084, -2.647], [-1.951, 0.941, -1.945], [1.158, 1.130, 0.174], [-0.131, -1.434, 1.441], [1.528, -1.034, 1.265], [0.619, 0.082, 2.199]], "atomic_forces_ev_per_a": [[-3.161, 1.740, -6.268], [0.181, -0.828, 0.039], [1.215, 1.376, -0.561], [-2.450, 0.284, 1.197], [0.555, -0.488, 2.182], [0.581, -0.893, 1.898], [-0.125, -0.840, 0.802], [0.318, 1.402, -0.390], [2.949, -1.278, -0.178], [-0.063, -0.475, 1.280]]}

4.
{"formula": "C3H6N", "method": "wB97M-V/def2-TZVPD", "total_charge": 1, "relative_energy_kj_mol": 433.8, "smiles": "C=C[NH+]=C", "e_lumo_ev": -8.27, "total_energy_ev": -4685.6202, "homo_lumo_gap_ha": 0.2281, "e_homo_ev": -14.477, "species": ["C", "C", "N", "C", "H", "H", "H", "H", "H", "H"], "xyz": [[-1.689, -0.112, 0.722], [-0.491, -0.417, 0.124], [0.388, 0.475, -0.250], [1.820, -0.226, -0.545], [-1.867, 0.890, 1.060], [-2.586, -0.759, 0.792], [-0.161, -1.435, 0.336], [0.249, 1.484, -0.281], [1.837, -0.486, -1.577], [2.501, 0.585, -0.380]], "atomic_forces_ev_per_a": [[-0.676, 0.230, -1.044], [-2.570, -0.951, 1.765], [5.884, -3.130, -1.096], [-4.809, 5.561, 0.629], [-0.069, 0.583, 0.019], [1.195, -0.094, 0.248], [0.296, -0.159, -1.070], [0.088, 0.039, 0.687], [-0.221, -2.120, -0.548], [0.883, 0.041, 0.410]]}

5.
{"formula": "C3H6N2", "method": "wB97M-V/def2-TZVPD", "total_charge": 0, "relative_energy_kj_mol": 153.5, "smiles": "[H]/N=C\\NC=C", "e_lumo_ev": 1.09, "total_energy_ev": -6186.9536, "homo_lumo_gap_ha": 0.3606, "e_homo_ev": -8.720, "species": ["H", "N", "C", "N", "C", "C", "H", "H", "H", "H", "H"], "xyz": [[-2.332, -1.236, 0.167], [-2.474, -0.200, -0.049], [-1.304, 0.397, -0.112], [-0.057, -0.178, 0.139], [1.227, 0.414, 0.084], [2.402, -0.271, -0.160], [-1.157, 1.440, -0.276], [0.045, -1.140, 0.426], [1.337, 1.528, 0.377], [3.372, 0.213, 0.083], [2.509, -1.395, -0.285]], "atomic_forces_ev_per_a": [[-0.168, 1.619, -0.339], [2.779, 0.089, -0.019], [-0.981, -2.458, 1.031], [0.877, -0.057, -0.026], [1.913, 0.634, 0.038], [-1.014, -0.034, 1.255], [-0.588, 0.809, -0.384], [-0.715, -0.158, -0.246], [-0.541, -1.889, -0.733], [-0.946, -0.107, -0.488], [-0.617, 1.552, -0.087]]}

6.
{"formula": "C3H6N2", "method": "wB97M-V/def2-TZVPD", "total_charge": 0, "relative_energy_kj_mol": 390.7, "smiles": "[H]/N=C/N1CC1", "e_lumo_ev": 1.15, "total_energy_ev": -6184.4952, "homo_lumo_gap_ha": 0.3931, "e_homo_ev": -9.548, "species": ["H", "N", "C", "N", "C", "C", "H", "H", "H", "H", "H"], "xyz": [[-2.781, 0.061, 0.515], [-1.798, 0.411, 0.065], [-0.977, -0.359, -0.326], [0.186, -0.058, -0.758], [0.921, 0.876, -0.097], [1.129, -0.541, 0.317], [-1.164, -1.507, -0.606], [0.251, 1.718, 0.514], [1.688, 1.590, -0.543], [0.569, -0.976, 1.055], [1.976, -1.215, -0.135]], "atomic_forces_ev_per_a": [[3.363, 0.632, -2.006], [-7.183, 3.657, 4.352], [-3.643, -7.483, -2.183], [5.660, -0.632, -2.948], [0.217, 6.105, 2.925], [2.867, -0.394, -3.837], [0.032, 1.808, 1.126], [1.574, -2.797, -0.760], [-0.667, -1.911, -0.160], [-0.773, -0.688, 2.309], [-1.447, 1.703, 1.182]]}